DFT (ωB97M-V/def2-TZVPD) results for a gas-phase ion, C7H20BBrN4O5P (charge +1).

Last column: Mulliken charge in e.
CARTESIAN COORDINATES (ANGSTROEM)
C1 -1.079 2.479 3.526  -0.9490
B1 -0.609 2.006 2.123  0.5540
O1 0.444 2.498 1.416  -0.6365
C2 -1.297 0.731 1.389  -0.7025
C3 -2.443 1.080 0.416  -0.1699
Br1 -2.537 3.022 0.072  -0.1461
O2 -2.433 0.361 -0.754  -0.4741
C4 -1.187 0.462 -1.425  -1.0555
C5 -0.125 -0.365 -0.740  0.3537
C6 1.268 -0.093 -1.302  -1.2669
C7 1.748 -1.082 -2.406  0.5828
N1 0.740 -1.476 -3.377  -0.6772
N2 2.848 -0.379 -3.074  -0.5740
N3 2.150 -2.307 -1.767  -0.5785
N4 -0.153 -0.098 0.784  0.3967
P1 0.024 -1.680 1.630  0.6444
O3 1.210 -2.343 1.147  -0.5373
O4 0.065 -1.181 3.125  -0.4797
O5 -1.351 -2.395 1.382  -0.4754
H1 -0.515 3.323 3.920  0.3335
H2 -1.017 1.656 4.246  0.3109
H3 -2.136 2.756 3.483  0.3246
H4 1.071 3.008 1.936  0.3048
H5 -1.758 0.136 2.177  0.2691
H6 -3.390 0.881 0.908  0.5432
H7 -0.897 1.511 -1.534  0.3791
H8 -1.335 0.042 -2.417  0.3848
H9 -0.367 -1.420 -0.883  0.4540
H10 2.003 -0.122 -0.495  0.4535
H11 1.320 0.912 -1.725  0.2992
H12 0.059 -2.125 -3.003  0.2730
H13 0.290 -0.705 -3.850  0.2520
H14 3.581 -1.041 -3.296  0.2748
H15 2.550 0.028 -3.954  0.2531
H16 2.903 -2.165 -1.106  0.2354
H17 2.450 -2.977 -2.467  0.2854
H18 0.707 0.412 1.013  0.7523
H19 -0.656 -1.470 3.697  0.3807
H20 -2.144 -1.880 1.186  0.4272

Values from the calculation:
Electronic energy in eV: -103786.8939
Molar mass in g/mol: 361.9
2S+1: 1
Max |F| in hartree/bohr: 0.0169
Gap between HOMO and LUMO in eV: 9.126
Total charge: +1
HOMO in eV: -12.31
SMILES: CB(O)[C@H]1[C@@H](Br)OC[C@@H](CC(N)(N)N)[N@@H+]1P(=O)(O)O